1.
Density functional theory data (ωB97M-V/def2-TZVPD) for BeFH12O6 as an isolated structure in a non-equilibrium geometry.

Results
- highest occupied orbital energy (hartree) = -0.515
- HOMO-LUMO gap (eV) = 9.785
- LUMO level (eV) = -4.24
- energy above the lowest of the compared OMol25 structures with the same formula, charge and spin (kJ/mol) = 48.1
- net charge = +1

Atoms and positions in Å:
F: -0.093 0.034 0.406
O: 0.658 -2.278 1.632
O: 0.787 -1.723 -1.474
O: 0.872 1.033 -1.710
O: -1.828 1.442 1.788
O: -1.501 -0.488 -1.724
O: 1.387 1.515 1.982
Be: 0.077 -0.229 -1.051
H: 0.454 1.704 -2.299
H: 1.406 1.666 -1.133
H: -1.810 -0.604 -2.632
H: 0.589 -2.427 -0.825
H: 0.752 1.076 1.390
H: 0.993 2.434 1.963
H: 1.270 -2.142 2.311
H: -2.337 -0.492 -1.177
H: -1.573 2.351 1.870
H: -1.169 0.896 1.361
H: 0.081 -1.511 1.566
H: 0.976 -2.260 -2.235

Atom charges from the Löwdin analysis, given in e for atoms 1 to 4: F -0.25; O -0.02; O 0.11; O 0.09

2.
Density functional theory data (ωB97M-V/def2-TZVPD) for BeFH18O9 as an isolated structure in a non-equilibrium geometry.

Results
- highest occupied orbital energy (hartree) = -0.534
- HOMO-LUMO gap (eV) = 10.762
- LUMO level (eV) = -3.78
- energy above the lowest of the compared OMol25 structures with the same formula, charge and spin (kJ/mol) = 0.0
- net charge = +1

Atoms and positions in Å:
F: 12.010 25.784 -12.130
O: 9.307 26.258 -12.029
O: 9.702 23.780 -11.213
O: 13.678 24.553 -10.492
O: 10.691 27.304 -13.960
O: 11.155 28.082 -11.487
O: 13.292 27.680 -10.033
O: 14.137 25.795 -13.609
O: 12.190 25.635 -15.552
O: 11.765 23.184 -12.707
Be: 10.892 26.750 -12.383
H: 12.827 25.511 -14.813
H: 14.747 25.030 -13.567
H: 13.374 23.598 -10.474
H: 10.334 28.448 -11.094
H: 11.941 28.383 -10.999
H: 11.880 24.730 -15.700
H: 10.274 23.637 -10.469
H: 9.338 25.387 -11.552
H: 14.196 27.571 -9.980
H: 10.241 23.588 -11.914
H: 9.761 27.504 -14.135
H: 12.118 24.064 -12.490
H: 10.880 26.560 -14.600
H: 13.042 25.110 -10.992
H: 8.567 26.278 -12.644
H: 13.440 25.808 -12.982
H: 11.917 23.214 -13.689
H: 12.808 26.934 -9.710

Atom charges from the Löwdin analysis, given in e for atoms 1 to 4: F -0.24; O 0.07; O 0.03; O -0.08

3.
Density functional theory data (ωB97M-V/def2-TZVPD) for a 2-piece molecular cluster, Br2ClFSi overall in a non-equilibrium geometry.

Results
- highest occupied orbital energy (spin up / spin down) (hartree) = -0.369 / -0.369
- HOMO-LUMO gap (spin up / spin down) (eV) = 7.733 / 7.733
- LUMO level (spin up / spin down) (eV) = -2.30 / -2.30
- energy above the lowest of the compared OMol25 structures with the same formula, charge and spin (kJ/mol) = 466.2

Atoms and positions in Å:
Br: 0.073 -2.091 -0.137
Br: 2.202 0.815 -0.544
Cl: -0.637 0.668 1.905
Si: 0.268 0.112 0.288
F: -1.905 0.497 -1.511

Atom charges from the Löwdin analysis, given in e for atoms 1 to 4: Br 0.33; Br 0.38; Cl 0.42; Si -0.50

4.
Density functional theory data (ωB97M-V/def2-TZVPD) for a 2-piece molecular cluster, Br2S3 overall.

Results
- highest occupied orbital energy (spin up / spin down) (hartree) = -0.353 / -0.334
- HOMO-LUMO gap (spin up / spin down) (eV) = 7.416 / 6.379
- LUMO level (spin up / spin down) (eV) = -2.18 / -2.70
- energy above the lowest of the compared OMol25 structures with the same formula, charge and spin (kJ/mol) = 171.5

Atoms and positions in Å:
Br: 1.618 3.558 -0.349
Br: 0.167 -3.319 -0.374
S: -0.525 0.747 -0.892
S: -0.055 2.109 0.350
S: -1.205 -3.095 1.265

Atom charges from the Löwdin analysis, given in e for atoms 1 to 4: Br 0.07; Br 0.07; S 0.07; S -0.15

5.
Density functional theory data (ωB97M-V/def2-TZVPD) for Br3N as an isolated structure in a non-equilibrium geometry.

Results
- highest occupied orbital energy (hartree) = -0.348
- HOMO-LUMO gap (eV) = 7.571
- LUMO level (eV) = -1.91
- energy above the lowest of the compared OMol25 structures with the same formula, charge and spin (kJ/mol) = 0.0

Atoms and positions in Å:
Br: -1.658 -0.098 0.818
Br: 0.435 1.533 -0.996
Br: 1.048 -1.529 -0.113
N: 0.175 0.094 0.291

Now the Löwdin charges, all in e: Br 0.49; Br 0.47; Br 0.51; N -1.47

6.
Density functional theory data (ωB97M-V/def2-TZVPD) for Br4H2N3P3 as an isolated structure in a non-equilibrium geometry.

Results
- highest occupied orbital energy (spin up / spin down) (hartree) = -0.299 / -0.299
- HOMO-LUMO gap (spin up / spin down) (eV) = 6.724 / 6.725
- LUMO level (spin up / spin down) (eV) = -1.41 / -1.41
- energy above the lowest of the compared OMol25 structures with the same formula, charge and spin (kJ/mol) = 0.0

Atoms and positions in Å:
Br: 3.463 1.449 -1.000
Br: -0.657 -2.400 -1.273
Br: -0.011 -1.574 4.117
Br: -2.829 -0.190 -2.863
P: 0.679 0.680 -2.728
P: -0.953 -0.233 -1.802
P: 1.676 0.168 -0.752
N: 0.821 1.135 0.217
N: -0.459 1.109 0.303
N: -1.368 0.418 -0.360
H: -0.899 1.748 1.032
H: 0.537 -2.309 5.109

Atom charges from the Löwdin analysis, given in e for atoms 1 to 4: Br 0.18; Br 0.22; Br 0.35; Br 0.35

7.
Density functional theory data (ωB97M-V/def2-TZVPD) for BrCd as an isolated structure in a non-equilibrium geometry.

Results
- highest occupied orbital energy (hartree) = -0.576
- HOMO-LUMO gap (eV) = 6.881
- LUMO level (eV) = -8.80
- energy above the lowest of the compared OMol25 structures with the same formula, charge and spin (kJ/mol) = 10.7
- net charge = +1

Atoms and positions in Å:
Cd: 0.756 0.288 -0.958
Br: -0.756 -0.288 0.958

Now the Löwdin charges, all in e: Cd 1.17; Br -0.17

8.
Density functional theory data (ωB97M-V/def2-TZVPD) for BrClFHN3O as an isolated structure in a non-equilibrium geometry.

Results
- highest occupied orbital energy (spin up / spin down) (hartree) = -0.173 / -0.173
- HOMO-LUMO gap (spin up / spin down) (eV) = 6.209 / 6.400
- LUMO level (spin up / spin down) (eV) = 1.50 / 1.69
- energy above the lowest of the compared OMol25 structures with the same formula, charge and spin (kJ/mol) = 426.0
- net charge = -1

Atoms and positions in Å:
Br: -2.062 0.476 2.255
Cl: 2.162 -0.972 0.730
F: 1.293 -3.027 -0.507
O: -0.111 1.427 -2.171
N: -0.809 1.209 -0.020
N: -1.448 1.644 1.040
N: -0.767 1.513 -1.152
H: 1.742 -2.272 -0.174

Atom charges from the Löwdin analysis, given in e for atoms 1 to 4: Br 0.59; Cl -0.32; F -0.28; O 0.04

9.
Density functional theory data (ωB97M-V/def2-TZVPD) for a 2-piece molecular cluster, BrClH4Si2 overall in a non-equilibrium geometry.

Results
- highest occupied orbital energy (hartree) = -0.351
- HOMO-LUMO gap (eV) = 7.627
- LUMO level (eV) = -1.93
- energy above the lowest of the compared OMol25 structures with the same formula, charge and spin (kJ/mol) = 305.6

Atoms and positions in Å:
Br: -2.552 1.267 0.193
Cl: -0.693 -2.246 -0.760
Si: 1.072 0.167 -0.445
Si: -0.834 0.124 0.997
H: -1.603 -0.498 2.095
H: 2.387 -0.328 -0.083
H: 0.708 -0.215 -1.868
H: 1.515 1.729 -0.129

Atom charges from the Löwdin analysis, given in e for atoms 1 to 4: Br 0.25; Cl -0.30; Si 0.31; Si 0.16

10.
Density functional theory data (ωB97M-V/def2-TZVPD) for a 2-piece molecular cluster, BrClH4Si2 overall in a non-equilibrium geometry.

Results
- highest occupied orbital energy (hartree) = -0.327
- HOMO-LUMO gap (eV) = 7.987
- LUMO level (eV) = -0.91
- energy above the lowest of the compared OMol25 structures with the same formula, charge and spin (kJ/mol) = 225.9

Atoms and positions in Å:
Br: -2.104 -1.176 -0.231
Cl: 1.263 -1.653 0.539
Si: 2.092 -2.634 -1.063
Si: -2.275 0.596 1.074
H: -2.377 2.030 0.389
H: 0.719 -3.282 -1.679
H: -3.241 0.120 2.087
H: -0.883 0.736 1.657

Atom charges from the Löwdin analysis, given in e for atoms 1 to 4: Br 0.16; Cl -0.02; Si 0.22; Si 0.13